Entry from the OMol25 dataset: a single C3H3NO2 molecule (the ωB97M-V functional and the def2-TZVPD basis).

The spin multiplicity is 3. The value obtained for the HOMO energy (alpha / beta) is -6.091 / -10.009 eV. The total charge is 0. The HOMO-LUMO gap (alpha / beta) comes out at 0.261 / 0.275 Ha. The value obtained for the relative energy (zero: lowest compared OMol25 entry of this formula, charge and spin) is 62.3 kcal per mole. As for the expectation value of S²: 2.018.

Last column: natural (NBO) charge in e.
Atoms and positions in Å:
C  0.564  1.001  -0.038  -0.006
C  1.143  -0.175  -0.407  0.035
C  -0.905  -0.681  0.386  0.409
N  -0.727  0.740  0.475  -0.229
O  0.281  -1.225  -0.088  -0.422
O  -1.718  0.158  -0.590  -0.411
H  0.917  1.938  -0.045  0.203
H  2.069  -0.439  -0.763  0.195
H  -1.624  -1.317  1.069  0.227

---

Entry from the OMol25 dataset: a molecular structure, C46H41NOPPdTe (the ωB97M-V functional and the def2-TZVPD basis).

The spin multiplicity is 3. The value obtained for the HOMO energy (alpha / beta) is -10.065 / -10.225 eV. The total charge is +1. The HOMO-LUMO gap (alpha / beta) comes out at 0.289 / 0.219 Ha. The value obtained for the relative energy (zero: lowest compared OMol25 entry of this formula, charge and spin) is 11.0 kcal per mole. As for the expectation value of S²: 2.009.

Last column: Mulliken charge in e.
Atoms and positions in Å:
Pd  0.657  -0.265  0.181  0.126
C  2.470  4.849  -0.290  -1.614
C  2.072  3.429  -0.710  0.387
C  2.917  2.429  0.071  -0.275
C  0.576  3.191  -0.509  -0.343
C  -0.313  4.205  -1.255  -0.650
O  -0.960  3.419  -2.286  -0.436
C  -0.617  2.136  -2.062  0.128
N  0.150  1.896  -1.080  0.343
C  -1.215  1.187  -3.047  0.174
C  -1.573  1.740  -4.280  -0.907
C  -2.178  0.977  -5.262  -0.806
C  -2.482  -0.350  -5.008  -0.854
C  -2.144  -0.905  -3.788  -0.718
C  -1.478  -0.170  -2.806  0.703
P  -1.170  -1.028  -1.214  1.401
C  -2.867  -1.071  -0.553  0.693
C  -3.318  0.105  0.049  -0.402
C  -4.621  0.203  0.508  -0.635
C  -5.483  -0.878  0.377  -0.685
C  -5.039  -2.051  -0.215  -0.682
C  -3.733  -2.153  -0.681  -0.210
C  -0.677  -2.736  -1.632  0.433
C  -0.789  -3.710  -0.636  -0.453
C  -0.345  -5.004  -0.855  -0.814
C  0.246  -5.341  -2.067  -0.719
C  0.403  -4.373  -3.045  -0.879
C  -0.053  -3.078  -2.831  -0.314
H  3.554  4.958  -0.337  0.417
H  2.166  5.039  0.744  0.381
H  2.045  5.633  -0.916  0.426
H  2.272  3.300  -1.781  0.207
H  2.945  2.701  1.129  0.126
H  3.943  2.399  -0.301  0.479
H  2.519  1.412  0.002  -0.606
H  0.361  3.177  0.563  0.662
H  0.246  4.986  -1.757  0.388
H  -1.085  4.658  -0.636  0.232
H  -1.379  2.787  -4.457  0.566
H  -2.431  1.425  -6.214  0.423
H  -2.990  -0.950  -5.751  0.460
H  -2.419  -1.932  -3.586  0.465
H  -2.639  0.943  0.170  0.262
H  -4.961  1.117  0.977  0.460
H  -6.500  -0.806  0.737  0.415
H  -5.711  -2.892  -0.322  0.448
H  -3.402  -3.073  -1.141  0.375
H  -1.231  -3.462  0.320  0.172
H  -0.448  -5.746  -0.074  0.522
H  0.590  -6.353  -2.241  0.451
H  0.882  -4.621  -3.984  0.476
H  0.080  -2.337  -3.609  0.490
Te  2.473  -1.606  -1.148  0.456
C  2.469  -3.495  -0.241  1.012
C  1.871  -3.671  1.003  -0.291
C  1.939  -4.915  1.614  -0.927
C  2.586  -5.968  0.981  -0.568
C  3.165  -5.787  -0.268  -0.615
C  3.110  -4.545  -0.888  -0.947
C  4.221  -0.883  -0.232  0.630
C  5.267  -0.441  -1.031  -0.646
C  6.419  0.057  -0.432  -0.615
C  6.517  0.108  0.950  -0.573
C  5.469  -0.345  1.744  -0.604
C  4.315  -0.841  1.154  -0.424
H  1.337  -2.855  1.476  0.280
H  1.485  -5.060  2.586  0.457
H  2.638  -6.936  1.463  0.420
H  3.661  -6.611  -0.763  0.462
H  3.565  -4.403  -1.861  0.490
H  5.194  -0.480  -2.111  0.387
H  7.238  0.401  -1.050  0.423
H  7.416  0.494  1.413  0.419
H  5.548  -0.315  2.823  0.456
H  3.501  -1.203  1.773  0.454
C  1.342  2.474  4.930  -0.838
C  2.205  2.021  3.906  -0.976
C  1.773  1.092  3.004  0.327
C  0.464  0.558  3.073  1.291
C  -0.040  -0.394  2.138  -0.704
C  -1.245  -1.001  2.347  0.247
C  -2.079  -0.594  3.419  -1.285
C  -1.666  0.384  4.272  -0.929
C  -0.384  0.978  4.129  0.826
C  0.083  1.961  5.038  -0.867
H  1.689  3.217  5.636  0.399
H  3.213  2.412  3.841  0.514
H  2.439  0.739  2.226  0.281
H  -1.603  -1.779  1.689  0.583
H  -3.045  -1.067  3.549  0.475
H  -2.298  0.702  5.093  0.404
H  -0.579  2.291  5.830  0.424

---

Entry from the OMol25 dataset: a molecular structure, C15H33AuN3O2Ta (the ωB97M-V functional and the def2-TZVPD basis).

The spin multiplicity is 1. The value obtained for the HOMO energy (alpha / beta) is -15.914 / -16.090 eV. The total charge is +2. The HOMO-LUMO gap (alpha / beta) comes out at 0.168 / 0.174 Ha. The value obtained for the relative energy (zero: lowest compared OMol25 entry of this formula, charge and spin) is 81.3 kcal per mole.

Last column: natural (NBO) charge in e.
Atoms and positions in Å:
N  -1.925  -0.585  0.216  -1.032
C  -4.836  -2.620  0.701  0.464
O  -4.843  -3.628  1.258  -0.330
Au  -3.592  -1.419  0.564  0.665
Ta  -0.261  0.145  0.286  2.113
N  -0.086  1.979  -0.581  -0.392
N  0.898  -1.082  -0.806  -0.469
C  -0.503  2.403  -1.920  0.080
C  0.599  -2.274  -1.606  0.093
C  -0.773  3.910  -1.979  -0.622
C  0.606  2.053  -2.914  -0.587
C  -1.788  1.674  -2.304  -0.625
C  0.294  -3.429  -0.649  -0.591
C  1.775  -2.662  -2.507  -0.629
C  -0.621  -2.012  -2.481  -0.627
H  -1.489  4.203  -1.203  0.235
H  -1.211  4.150  -2.957  0.260
H  0.143  4.502  -1.871  0.230
H  1.507  2.647  -2.715  0.228
H  0.264  2.257  -3.937  0.264
H  0.882  0.990  -2.839  0.211
H  -1.653  0.587  -2.394  0.221
H  -2.128  2.055  -3.276  0.256
H  -2.573  1.855  -1.559  0.238
H  1.178  -3.667  -0.044  0.225
H  0.012  -4.318  -1.228  0.259
H  -0.533  -3.167  0.024  0.219
H  2.631  -3.027  -1.929  0.227
H  2.091  -1.814  -3.126  0.226
H  1.456  -3.472  -3.174  0.257
H  -0.829  -2.917  -3.070  0.253
H  -0.426  -1.188  -3.182  0.221
H  -1.509  -1.777  -1.882  0.231
C  0.856  2.872  0.098  -0.485
H  1.259  2.394  1.004  0.243
H  1.711  3.141  -0.546  0.261
H  0.368  3.806  0.420  0.284
C  2.282  -0.975  -0.326  -0.473
H  2.356  -0.291  0.537  0.234
H  2.678  -1.950  0.004  0.258
H  2.950  -0.579  -1.109  0.267
C  -1.054  0.815  4.018  -0.630
C  0.215  0.116  3.542  0.262
C  1.455  0.789  4.121  -0.626
C  0.181  -1.361  3.918  -0.630
O  0.281  0.223  2.098  -0.774
H  -1.151  0.728  5.108  0.250
H  -1.943  0.367  3.557  0.211
H  -1.027  1.881  3.763  0.217
H  1.447  0.729  5.218  0.248
H  2.368  0.299  3.761  0.218
H  1.491  1.848  3.839  0.214
H  -0.688  -1.860  3.472  0.212
H  1.092  -1.870  3.578  0.218
H  0.116  -1.473  5.008  0.249

---

Entry from the OMol25 dataset: a molecular structure, C36H43BrF4HfN3O14P5Te (the ωB97M-V functional and the def2-TZVPD basis).

The spin multiplicity is 1. The value obtained for the HOMO energy is -7.322 eV. The total charge is 0. The HOMO-LUMO gap comes out at 0.276 Ha. The value obtained for the relative energy (zero: lowest compared OMol25 entry of this formula, charge and spin) is 38.3 kcal per mole.

Last column: Mulliken charge in e.
Atoms and positions in Å:
Hf  0.081  0.177  0.040  0.943
O  -0.383  3.522  -1.891  -0.314
P  0.526  3.406  -0.576  1.104
O  1.560  4.434  -0.553  -0.807
O  0.913  1.914  -0.490  -0.179
O  -0.589  3.635  0.601  -0.629
P  -1.298  2.369  1.296  1.704
O  -0.002  1.704  2.049  -0.454
O  -2.352  2.763  2.223  -0.920
O  -1.526  1.356  0.157  -0.883
H  -0.416  4.453  -2.149  0.264
H  0.093  2.015  2.957  0.273
F  0.257  4.490  -6.488  -0.321
C  -0.057  3.460  -5.708  0.378
C  -1.331  2.934  -5.738  0.498
F  -2.233  3.431  -6.582  -0.320
C  -1.662  1.886  -4.898  -0.278
F  -2.891  1.381  -5.041  -0.391
C  -0.758  1.348  -3.991  -1.037
P  -1.267  0.153  -2.642  1.802
C  -1.160  -1.337  -3.738  1.627
C  -2.026  -2.425  -3.652  -0.076
C  -1.884  -3.537  -4.472  -1.067
C  -0.820  -3.622  -5.353  -0.727
C  0.094  -2.578  -5.407  -0.912
C  -0.086  -1.444  -4.626  -0.569
C  -3.030  0.649  -2.427  1.000
C  -3.225  2.004  -2.151  -0.282
C  -4.492  2.523  -1.944  -0.949
C  -5.605  1.695  -2.003  -0.790
C  -5.424  0.344  -2.245  -1.018
C  -4.150  -0.175  -2.449  -0.709
C  0.556  1.838  -4.057  0.391
Br  1.951  1.023  -3.089  0.002
C  0.895  2.884  -4.890  0.450
F  2.136  3.367  -4.920  -0.364
H  -2.825  -2.422  -2.932  0.043
H  -2.603  -4.346  -4.407  0.414
H  -0.704  -4.490  -5.991  0.396
H  0.951  -2.636  -6.067  0.470
H  0.631  -0.644  -4.729  0.227
H  -2.375  2.669  -2.100  0.346
H  -4.605  3.578  -1.728  0.486
H  -6.601  2.099  -1.872  0.395
H  -6.276  -0.323  -2.290  0.439
H  -4.079  -1.228  -2.644  0.366
C  0.141  -4.968  0.389  -1.699
C  -0.132  -3.736  -0.463  0.645
O  -0.329  -4.050  -1.839  -0.485
P  -1.653  -2.827  0.029  0.583
O  -1.902  -2.981  1.551  -0.582
O  -2.858  -3.637  -0.608  -0.674
O  -1.587  -1.401  -0.449  0.145
P  1.062  -2.394  -0.140  -1.055
O  2.445  -3.126  -0.068  -0.637
O  0.967  -1.319  -1.216  0.483
O  0.527  -1.773  1.152  1.234
H  -0.671  -5.687  0.278  0.386
H  0.212  -4.681  1.439  0.271
H  1.080  -5.428  0.084  0.398
H  0.431  -3.793  -2.375  0.420
H  -1.794  -2.027  1.942  -0.390
H  -2.611  -4.036  -1.457  0.440
H  3.130  -2.498  0.262  0.148
C  -0.562  -2.433  5.471  -0.555
C  0.473  -1.464  4.938  -0.699
N  -0.120  -0.685  3.852  0.202
C  -1.451  -0.696  3.568  0.170
N  -1.827  -0.441  2.326  1.117
C  -3.278  -0.270  2.088  -0.368
C  -4.008  0.190  3.336  -0.932
C  -3.734  -0.803  4.443  -0.859
N  -2.294  -0.963  4.599  0.167
C  -1.812  -1.640  5.800  -0.853
H  -0.193  -2.956  6.353  0.404
H  -0.803  -3.170  4.698  0.207
H  1.348  -1.987  4.552  0.330
H  0.803  -0.797  5.738  0.400
H  0.481  -0.520  3.056  -0.328
H  -3.718  -1.211  1.736  0.284
H  -3.404  0.457  1.290  -0.148
H  -5.079  0.261  3.147  0.482
H  -3.632  1.178  3.607  0.286
H  -4.199  -1.769  4.215  0.334
H  -4.140  -0.452  5.394  0.568
H  -2.608  -2.296  6.156  0.473
H  -1.598  -0.913  6.591  0.266
C  8.269  2.850  2.284  -1.527
C  6.875  2.407  1.923  0.708
C  6.577  1.920  0.657  -1.002
C  5.326  1.385  0.354  0.702
C  5.051  0.899  -1.045  -1.246
C  4.360  1.312  1.359  0.226
Te  2.714  -0.020  1.160  -0.235
C  4.589  1.932  2.593  0.942
C  3.505  2.040  3.639  -1.335
C  5.847  2.460  2.859  -0.849
H  8.943  2.757  1.432  0.346
H  8.661  2.233  3.095  0.318
H  8.285  3.888  2.624  0.343
H  7.341  1.944  -0.114  0.293
H  5.798  1.282  -1.741  0.407
H  4.068  1.237  -1.372  -0.140
H  5.060  -0.193  -1.094  0.353
H  2.563  2.330  3.171  -0.028
H  3.769  2.789  4.388  0.440
H  3.348  1.080  4.139  0.311
H  6.034  2.913  3.829  0.371

---

- Which value of total charge does entry 4 give?
  0

---

- Among the records above, which one has the lowest relative energy (zero: lowest compared OMol25 entry of this formula, charge and spin)?
  C46H41NOPPdTe